DFT (ωB97M-V/def2-TZVPD) results for a cluster of 9 separate species, C5H30N3O8 in total.

```
! RIJCOSX wB97M-V def2-TZVPD def2/J DEFGRID3
* xyz 1 1
O 1.46095 -1.71869 3.08659
O 1.90461 0.80189 -2.29315
O -0.49733 2.93806 -2.34845
O 2.06088 -2.47096 0.22181
O 0.02282 -3.03949 -1.41834
O 3.36038 -0.20388 -0.31665
O -1.96913 0.68785 -2.23877
O 0.02979 -0.93130 -3.05971
N -1.79642 -2.31885 0.54989
N 0.00511 -0.21510 0.88668
N -2.63032 -0.30064 1.45496
C -1.19927 1.72392 1.82722
C -2.56691 1.18012 1.36564
C 1.23892 1.94795 1.25963
C -1.97131 -0.95845 0.45730
C -0.08911 1.28677 0.85858
H -1.80857 -2.77606 1.43717
H 2.10799 1.58404 0.65519
H -1.82779 -0.47508 -0.53613
H 1.50458 1.74796 2.29508
H 0.36413 -0.61408 1.85576
H 2.25111 -1.33195 3.39812
H -0.35166 1.61426 -0.16767
H -0.76160 -0.44069 -2.79337
H 1.20298 2.99945 1.12165
H 2.59824 -1.67723 -0.02468
H -2.57189 0.70051 -2.97705
H 0.17572 -3.83090 -1.82519
H 1.32390 0.10964 -2.60851
H 0.86677 -2.87682 -0.83723
H 1.98065 -2.42437 1.17685
H -1.34799 -2.76182 -0.21166
H 2.87989 0.20280 -1.06864
H -0.98766 1.39583 2.83210
H 1.36089 1.55618 -2.22464
H -0.73527 3.66511 -1.80370
H 0.71664 -0.52336 0.16360
H -1.48697 1.50846 -2.32554
H -3.36989 1.62850 2.06884
H -0.29682 3.33545 -3.20023
H 1.20861 -2.39069 3.75360
H -2.65351 -0.66860 2.38482
H 4.27420 -0.31147 -0.60247
H -1.18836 2.85756 1.86754
H -2.81419 1.51389 0.38558
H 0.02220 -1.72569 -2.48239
*
```

The calculation puts the strongest force on any atom at 4.249 eV Å⁻¹. Its highest occupied orbital energy is -12.3 eV. The calculation puts the calculated total energy at -26518.147 eV. The value obtained for the HOMO-LUMO gap is 9.90 eV. As for the relative energy (zero: lowest compared OMol25 entry of this formula, charge and spin): 0.0 kcal/mol.

DFT (ωB97M-V/def2-TZVPD) results for a cluster of 11 separate species, C5H30NO12 in total.

```
! RIJCOSX wB97M-V def2-TZVPD def2/J DEFGRID3
* xyz -1 1
O -2.10580 2.07354 -2.32228
O -2.76528 -1.89728 1.58837
O -1.35092 -1.36857 3.79263
O 1.97126 1.37336 3.11976
O 1.30162 -1.20813 3.37394
O 0.27618 1.98713 -3.60509
O 1.84491 -0.24043 0.94271
O 3.16632 -2.09373 -0.45957
O -2.32440 0.66092 2.33695
O -0.92202 3.12433 -0.18648
O 0.09208 1.08230 1.24401
O 1.26947 3.56349 -1.66693
N 1.49534 -0.07859 -1.83602
C -0.63762 -1.12296 -0.94146
C -1.13209 -1.39144 -2.37800
C 0.00467 -2.39654 -0.36939
C 0.32965 0.06172 -0.92870
C 0.77406 0.30333 0.53705
H 0.91665 -2.66355 -1.01105
H -0.38877 -1.40571 3.62108
H -0.25251 0.95875 -1.31147
H -1.53971 0.92137 1.87944
H 0.66862 1.15096 -3.33834
H 3.25999 -2.77127 0.09288
H 1.92111 2.97934 -1.33752
H -2.28235 -1.89477 2.47168
H -1.65283 -0.42429 3.50117
H 0.93507 3.08689 -2.47499
H 2.45036 0.88911 2.49670
H -0.31125 -1.68168 -3.04613
H -0.05830 3.42328 -0.62172
H 2.71539 -1.38809 0.03744
H -1.72919 2.56598 -1.54627
H -1.87473 -2.16823 -2.37221
H -0.65030 1.99377 -3.29648
H -2.66228 -0.12296 1.85784
H -0.61158 2.42882 0.44218
H -1.55400 -0.80280 -0.34148
H -2.16347 -2.33577 0.98053
H -0.72066 -3.26829 -0.36871
H 1.09637 1.53541 2.68088
H 1.50705 -0.36840 3.77349
H -1.59144 -0.51736 -2.79494
H 1.74705 -1.03764 -1.91630
H 1.53496 -1.01646 2.45609
H 2.25748 0.41218 -1.42182
H -2.54239 1.29912 -1.93879
H 0.28818 -2.21021 0.60527
*
```

The calculation puts the strongest force on any atom at 5.638 eV Å⁻¹. Its highest occupied orbital energy is -7.1 eV. The calculation puts the calculated total energy at -31737.200 eV. The value obtained for the HOMO-LUMO gap is 9.90 eV. As for the relative energy (zero: lowest compared OMol25 entry of this formula, charge and spin): 0.0 kcal/mol.

DFT (ωB97M-V/def2-TZVPD) results for a cluster of 9 separate species, C5H30NO9 in total.

```
! RIJCOSX wB97M-V def2-TZVPD def2/J DEFGRID3
* xyz 1 1
O -1.03587 -1.92118 -3.17779
O -2.37870 2.54642 0.73735
O -0.54288 1.16824 -3.74408
O -0.14157 3.40833 2.80788
O 2.23023 2.86493 -0.16220
O 2.04738 1.21059 -2.40902
O -0.27739 0.85426 -0.81167
O -3.05385 0.03786 0.85852
O 1.99180 1.80698 2.31978
N -1.35613 -1.64864 -0.11852
C 0.96635 -3.39868 0.18071
C 0.71019 -2.18769 1.14466
C -0.10761 -1.06818 0.56199
C 0.63952 -0.14754 -0.41110
C -0.01404 -2.83177 2.35197
H 1.76010 -3.92229 0.72318
H 1.09110 1.11821 -2.55649
H 0.92439 -0.77757 -1.26109
H -0.70101 -3.61962 2.01126
H -0.67855 -2.12632 2.85487
H 3.15122 3.12502 -0.05427
H -1.33166 -2.58288 0.29792
H -1.33262 1.22651 -3.21072
H 0.00072 1.77587 -0.57650
H 2.22445 2.24073 -0.94501
H -2.70157 1.02558 0.91528
H -1.44815 -1.24078 -3.68610
H 0.11993 -4.05097 -0.02451
H 1.52283 -3.19466 -0.74157
H 0.16985 4.06321 2.14786
H 0.61311 -3.41768 3.02018
H -3.98958 0.17163 0.83570
H -3.17025 3.14092 0.81976
H 2.78070 2.05652 2.78731
H 1.89885 2.08930 1.35807
H -2.13409 -0.99175 0.23102
H -0.42786 -0.38613 1.35190
H 0.60685 2.78596 2.82088
H 1.73407 -1.94703 1.42743
H 2.23437 1.99117 -2.92981
H -0.66085 1.81866 -4.46920
H 1.51775 0.21248 0.12151
H -1.79014 2.82582 1.46396
H -0.39788 -2.41736 -3.71693
H -1.26349 -1.68648 -1.14434
*
```

The calculation puts the strongest force on any atom at 2.370 eV Å⁻¹. Its highest occupied orbital energy is -13.7 eV. The calculation puts the calculated total energy at -25584.421 eV. The value obtained for the HOMO-LUMO gap is 11.20 eV. As for the relative energy (zero: lowest compared OMol25 entry of this formula, charge and spin): 28.4 kcal/mol.

DFT (ωB97M-V/def2-TZVPD) results for a cluster of 10 separate species, C5H31N2O10 in total.

```
! RIJCOSX wB97M-V def2-TZVPD def2/J DEFGRID3
* xyz 2 2
O 1.84912 -3.99611 -0.78562
O -3.11372 -1.28941 -0.47216
O 2.87620 1.16510 -1.83015
O 3.08056 -1.62431 -2.03117
O 1.04130 3.32957 3.18757
O -2.00818 -3.79808 -1.83313
O 1.44582 2.81869 -0.24478
O -0.28218 0.85908 2.96153
O -1.58658 -0.71239 1.29942
O -0.99846 3.82700 1.46097
N -0.11540 -2.43768 -0.37189
N -1.50142 0.75719 -0.35190
C 0.36019 -1.02806 -0.09135
C -0.86290 1.30453 -1.50591
C -2.56855 1.55174 0.34668
C -0.93647 -0.31264 0.37151
C 1.54964 -0.99171 0.83049
H 0.62141 -0.70099 -1.12033
H 1.41851 -0.11948 1.56644
H -0.95332 1.09672 2.32505
H -2.49988 -4.41720 -1.29424
H 0.74160 3.25047 -0.79320
H -1.38030 2.25642 -1.77647
H -3.38774 0.84426 0.61647
H 3.74079 1.52277 -1.63042
H -1.88067 -4.02395 -2.74019
H -2.86482 2.35148 -0.36736
H -1.13063 0.70969 -2.44619
H 2.31009 1.24412 -1.05029
H 0.23168 1.40261 -1.37108
H -3.69588 -1.27282 0.27947
H 3.98952 -1.95337 -2.05396
H 0.59800 -3.00566 -0.94692
H -0.50599 4.15649 2.25262
H 2.35830 -3.96709 -1.63397
H -1.00464 -2.33277 -0.84642
H 1.62305 2.88533 2.57619
H 1.12185 2.85639 0.66464
H 1.46042 -1.78130 1.59149
H 2.50298 -1.20139 0.26993
H 2.53153 -4.35734 -0.22434
H -3.46947 -0.87343 -1.25252
H 3.15876 -0.63244 -1.98465
H -2.28239 2.03565 1.27487
H -0.75440 0.24579 3.55684
H -0.31402 -2.85544 0.65431
H -1.38449 4.72477 1.33752
H 0.87118 2.48919 3.62655
*
```

The calculation puts the strongest force on any atom at 3.298 eV Å⁻¹. Its highest occupied orbital energy (alpha / beta) is -16.8 / -16.8 eV. The calculation puts the calculated total energy at -29124.894 eV. The value obtained for the HOMO-LUMO gap (alpha / beta) is 10.25 / 5.79 eV. As for the relative energy (zero: lowest compared OMol25 entry of this formula, charge and spin): 31.8 kcal/mol.

DFT (ωB97M-V/def2-TZVPD) results for a cluster of 10 separate species, C5H31NO10 in total.

```
! RIJCOSX wB97M-V def2-TZVPD def2/J DEFGRID3
* xyz 0 1
O 0.04462 -3.61187 1.92114
O -2.56628 0.60926 -3.71934
O 0.42534 -2.65308 -0.97097
O -2.81159 2.93961 1.00089
O 0.77879 0.66063 -3.22743
O -1.52197 -0.57077 -0.50066
O -1.43293 -2.33313 -2.90666
O -0.14444 2.85679 2.03555
O 2.02154 2.57688 -0.27713
O -4.00696 0.82911 -0.02171
N 1.90332 -0.36516 0.02164
C 1.47564 -0.30635 2.51225
C 0.13592 0.39249 2.28512
C 0.00751 1.77842 2.96964
C 2.49013 -0.33226 1.36292
C 2.91385 -0.68270 -0.97602
H -0.99773 -1.97805 -3.68672
H -0.44842 -2.76881 -0.58891
H 1.29740 -1.36554 2.76723
H 3.45708 -1.56048 -0.59443
H 2.52997 -0.87211 -1.97770
H 1.68373 2.99343 -1.06911
H 0.66198 2.93207 1.50287
H -1.26209 -0.49215 -1.41632
H 1.98634 0.04338 3.41282
H 1.76339 1.63940 -0.22373
H 0.24179 -0.11221 -3.39774
H 0.16243 1.35804 -2.98492
H -0.98322 1.76864 3.42887
H 3.18784 -1.18667 1.53452
H 1.17092 -1.08079 0.07869
H 0.80393 2.01831 3.67251
H -4.02452 1.79672 0.01679
H 3.63764 0.13390 -1.07091
H -0.20169 -2.83330 1.41472
H 0.20516 -2.65551 -1.91509
H -2.39040 -2.27203 -2.94119
H -0.04423 0.57720 1.22233
H -0.60824 -0.32313 2.64653
H -2.25831 -1.09510 -0.19208
H -2.77405 -0.20030 -3.25238
H -2.78624 1.20988 -2.98907
H 0.52513 -4.07448 1.21772
H -2.20824 2.57877 1.67590
H -2.04423 3.01593 0.40600
H 3.22499 0.47758 1.35601
H -3.22058 0.53957 0.43753
*
```

The calculation puts the strongest force on any atom at 2.251 eV Å⁻¹. Its highest occupied orbital energy is -8.9 eV. The calculation puts the calculated total energy at -27651.787 eV. The value obtained for the HOMO-LUMO gap is 8.42 eV. Its structure (SMILES) is CNCCCCO.O.O.O.O.O.O.O.O.O. As for the relative energy (zero: lowest compared OMol25 entry of this formula, charge and spin): 57.7 kcal/mol.

DFT (ωB97M-V/def2-TZVPD) results for a structure of composition C5H32AgB3CuN10O5.

```
! RIJCOSX wB97M-V def2-TZVPD def2/J DEFGRID3
* xyz 1 3
Ag -0.82377 -0.49371 2.48672
Cu -1.26717 0.49001 -1.61154
O 1.09293 0.50548 3.42181
O -2.58792 1.73849 -0.51631
O -2.61898 -1.07034 -1.05964
O 5.42976 -0.09359 0.13229
O -0.06864 -1.31387 -2.32695
N 1.77653 -0.58834 -3.48977
N -4.62985 -1.46056 -1.98489
N -2.46635 3.55492 0.85674
N 1.47366 -2.79445 -3.03931
N 3.14414 -0.41270 3.47497
N -4.40179 3.13024 -0.21573
N 3.20205 -0.60363 0.10065
N 3.95171 1.51730 -0.42147
N -3.67791 -3.01711 -0.58291
N 2.75643 1.44936 4.73605
C 4.26220 0.25412 -0.04590
C -3.10099 2.72890 -0.01489
C -3.61497 -1.81395 -1.16204
C 2.25202 0.53752 3.85124
C 1.01784 -1.53534 -2.88744
B 0.25005 2.23376 -2.09336
B -0.89317 -2.86641 2.20128
B 0.07401 -0.01193 0.24373
H -5.51684 -1.91116 -1.81881
H 0.06924 -2.26039 2.35615
H -0.67241 -3.93853 2.56359
H 2.31155 -2.97477 -3.55460
H -0.64303 2.44207 -1.43719
H -4.77620 4.03490 -0.01084
H -0.54995 0.92538 0.52887
H 2.26581 -0.23405 0.00243
H -5.04238 2.45670 -0.59872
H 3.71784 1.71658 4.59399
H 3.45683 -1.55160 0.30443
H 0.72863 0.13322 -0.67889
H 2.90948 -1.00185 2.69748
H 0.72471 -0.29519 1.13774
H -4.66585 -0.59097 -2.48217
H 1.50828 0.38002 -3.54197
H -4.51928 -3.54714 -0.44789
H -1.54699 3.33802 1.20296
H 0.90276 -3.49768 -2.60414
H 3.00590 1.86682 -0.42065
H 0.03230 1.33528 -2.76063
H -2.93520 4.32987 1.28146
H -0.78855 -0.77818 0.14050
H 1.15032 2.00296 -1.41670
H -2.82658 -3.53290 -0.43061
H -1.11607 -2.84065 1.07460
H 4.09687 -0.30247 3.77306
H 4.67445 2.21160 -0.37517
H 2.57243 -0.82826 -4.05061
H 0.50161 3.05573 -2.85687
H 2.17219 2.24850 4.92875
H -1.73370 -2.45602 2.84709
*
```

The calculation puts the strongest force on any atom at 3.329 eV Å⁻¹. Its highest occupied orbital energy (alpha / beta) is -11.6 / -11.6 eV. The calculation puts the calculated total energy at -81500.879 eV. The value obtained for the HOMO-LUMO gap (alpha / beta) is 8.67 / 4.59 eV.

DFT (ωB97M-V/def2-TZVPD) results for a cluster of 11 separate species, C5H32NO11 in total.

```
! RIJCOSX wB97M-V def2-TZVPD def2/J DEFGRID3
* xyz -1 1
O 0.53281 3.36147 -1.77275
O 3.48070 2.85400 -1.86378
O -0.10376 1.51350 4.79095
O -1.45362 -2.97833 0.01658
O -3.04584 -2.17380 -2.39775
O -1.16455 -2.37870 -4.54949
O -3.29174 1.46707 1.11596
O 4.53900 1.26568 1.20230
O 1.92936 -0.67912 2.56962
O -2.66979 -0.74870 -0.16337
O -1.23150 -0.73318 2.79770
N 0.35927 -0.15702 -1.57154
C 1.89181 -0.82213 0.18683
C 0.25147 1.12673 0.59245
C -0.98964 0.32392 -2.08891
C 0.44453 -0.26639 -0.11292
C 2.01687 -1.54444 1.45603
H 3.80092 1.39351 0.65834
H -3.73338 -1.62974 -2.67538
H 2.55786 0.15364 0.26709
H -0.71219 2.14294 4.65020
H -1.33480 1.16295 -1.48433
H -1.60829 -1.47633 3.17743
H 0.05560 0.80519 4.01226
H -0.20565 -2.45254 -4.33794
H -1.95363 -2.01971 -0.08098
H 0.63133 1.34705 1.53223
H 2.87019 3.40006 -2.32957
H -3.60020 1.82766 0.30665
H -0.36168 -0.90622 0.25480
H 2.29208 -1.39727 -0.73663
H -0.91105 0.37728 -3.28707
H -2.97842 0.52017 0.92948
H -2.90156 -1.73720 -1.48049
H 0.35029 2.47826 -2.01792
H 0.69160 1.88602 -0.05655
H 3.21194 2.83280 -1.02760
H -1.52723 -2.22277 -3.66952
H -2.03133 -3.47910 -0.51123
H -1.57649 -0.63331 -1.73185
H 3.00059 -1.90848 1.62881
H -1.78747 -0.53552 2.04522
H 1.37462 -2.43046 1.44251
H -0.87890 1.36210 0.64806
H -3.18351 -1.23191 0.41093
H 4.18367 0.45324 1.50859
H -0.07007 4.05461 -2.10954
H 0.99085 0.51111 -1.87473
H 0.97054 -0.61418 2.77079
*
```

The calculation puts the strongest force on any atom at 7.772 eV Å⁻¹. Its highest occupied orbital energy is -5.9 eV. The calculation puts the calculated total energy at -29715.612 eV. The value obtained for the HOMO-LUMO gap is 8.42 eV. As for the relative energy (zero: lowest compared OMol25 entry of this formula, charge and spin): 102.4 kcal/mol.